Molecular formula: C18H12F5N5ORuSTe
Method: DFT, ωB97M-V/def2-TZVPD

The geometry in ORCA input format:
```
! RIJCOSX wB97M-V def2-TZVPD def2/J DEFGRID3
* xyz -1 2
Ru -0.57482 -0.60931 -0.27554
C -2.10220 -2.41039 3.36079
C -1.69369 -1.59568 4.41197
C -0.87647 -0.53496 4.12456
C -0.47884 -0.27100 2.80011
N -0.91377 -1.03704 1.77825
C -1.69201 -2.09076 2.09006
N 0.39797 0.78359 2.68425
C 0.94445 1.17467 1.59113
N 0.77658 0.73493 0.30538
C 1.51723 1.51736 -0.53890
N 1.60185 1.51333 -1.81972
C 0.87715 0.70213 -2.66272
C 1.18469 0.87864 -4.02509
C 0.50757 0.18265 -4.99129
C -0.49885 -0.68782 -4.58615
C -0.74472 -0.82711 -3.24186
N -0.06672 -0.18054 -2.27268
C 2.28570 2.49172 0.27013
C 3.18614 3.47616 -0.08809
C 3.72131 4.25375 0.93260
C 3.35550 4.04608 2.26318
C 2.44501 3.05437 2.61001
C 1.92358 2.28634 1.58712
H -2.73338 -3.27510 3.50788
H -2.00314 -1.79587 5.43029
H -0.50114 0.13104 4.88747
H -1.97994 -2.70725 1.26497
H 1.95912 1.59361 -4.26094
H 0.74026 0.32300 -6.03966
H -1.09491 -1.25080 -5.29025
H -1.52484 -1.47672 -2.90104
H 3.45237 3.62793 -1.12570
H 4.43029 5.03725 0.69488
H 3.78707 4.67205 3.03449
H 2.14508 2.88267 3.63523
F -2.33486 -4.73983 0.14251
Te -2.70844 -3.53354 -1.23480
F -3.35730 -2.57207 -2.69838
F -3.89450 -2.65238 -0.11849
F -4.13733 -4.67542 -1.57336
F -1.76821 -4.62971 -2.41748
O -1.26147 -2.51649 -0.89575
S -2.29739 0.70654 -0.34936
*
```

The value obtained for the gap between HOMO and LUMO (spin up / spin down) is 5.49 / 5.24 eV. The expectation value of S² is 0.759. Its electronic energy is -62661.5023 eV. Its HOMO energy (spin up / spin down) is -3.5 / -3.3 eV. As for the energy above the lowest of the compared OMol25 structures with the same formula, charge and spin: 1.207 eV. Its LUMO energy (spin up / spin down) is 1.9 / 2.0 eV.

natural (NBO) atomic charge list, values in e, 4 entries: atom 1 (Ru): 0.623, atom 2 (C): -0.280, atom 3 (C): -0.172, atom 4 (C): -0.240

Molecular formula: C18H12F6N4O2PTi
Method: DFT, ωB97M-V/def2-TZVPD

The geometry in ORCA input format:
```
! RIJCOSX wB97M-V def2-TZVPD def2/J DEFGRID3
* xyz 0 4
Ti 0.19351 0.18952 0.52798
O -3.70583 1.24207 -0.87899
C -2.52326 1.14505 -0.59970
N -1.79416 0.01484 -0.35034
C -2.26573 -1.23529 -0.50107
C -3.61761 -1.62275 -0.68058
C -3.91855 -2.94234 -0.84853
C -2.90824 -3.93931 -0.86139
C -1.59061 -3.62026 -0.70941
C -1.22179 -2.26468 -0.52036
N 0.02341 -1.77801 -0.38381
C 1.15336 -2.47922 -0.70026
O 1.25714 -3.64608 -1.03800
C 2.37469 -1.59512 -0.65754
C 3.61126 -2.12661 -0.98358
C 4.71841 -1.29712 -0.96178
C 4.55155 0.03175 -0.60289
C 3.28465 0.48095 -0.28201
N 2.20460 -0.30503 -0.31577
C -1.65347 2.37744 -0.55402
C -2.20797 3.61504 -0.83549
C -1.39345 4.73291 -0.80011
C -0.05433 4.57578 -0.47672
C 0.41910 3.30652 -0.20348
N -0.35452 2.21856 -0.24955
H -4.38092 -0.86289 -0.66829
H -4.95156 -3.24210 -0.96811
H -3.19439 -4.97520 -0.98882
H -0.81908 -4.37162 -0.72174
H 3.66676 -3.17307 -1.24536
H 5.69796 -1.68003 -1.21561
H 5.38796 0.71510 -0.56459
H 3.12234 1.50610 0.02470
H -3.26149 3.66426 -1.06873
H -1.79661 5.71359 -1.01486
H 0.61748 5.42091 -0.42779
H 1.45275 3.14873 0.07606
F 0.77133 -0.91690 2.46293
P 0.55946 0.43735 3.41471
F 0.33077 1.81498 4.14523
F 1.96400 0.19654 4.08687
F -0.83783 0.66842 2.52456
F -0.23042 -0.39938 4.48428
F 1.31933 1.25659 2.13195
*
```

The value obtained for the gap between HOMO and LUMO (spin up / spin down) is 5.68 / 6.47 eV. The expectation value of S² is 3.775. Its electronic energy is -77634.1861 eV. Its HOMO energy (spin up / spin down) is -6.2 / -9.0 eV. Its LUMO energy (spin up / spin down) is -0.6 / -2.5 eV.

natural (NBO) atomic charge list, values in e, 4 entries: atom 1 (Ti): 1.263, atom 2 (O): -0.585, atom 3 (C): 0.620, atom 4 (N): -0.651

Molecular formula: C18H12N4O2
Method: DFT, ωB97M-V/def2-TZVPD

The geometry in ORCA input format:
```
! RIJCOSX wB97M-V def2-TZVPD def2/J DEFGRID3
* xyz 0 1
O 1.66470 1.03925 1.68282
O -2.33452 -0.74402 -2.16624
C -2.37329 -4.89726 -2.87305
C -1.58315 -3.95276 -2.88846
N -1.17178 1.26043 -0.20796
C 0.71660 0.89613 0.91640
C -1.30486 -0.91453 -1.47762
C -0.74316 0.08203 -0.52850
C -0.42206 5.96673 1.64554
C -1.56458 5.33227 1.12238
C 0.71280 5.24664 1.97277
C 2.41218 -3.18136 1.16255
C 1.79090 -4.15943 0.39767
C -1.53473 3.92753 0.86421
C 0.73846 3.86341 1.63873
C 2.01321 -1.84590 1.07158
C 0.75082 -3.81590 -0.46560
C -0.36818 3.16411 1.06043
C 0.93573 -1.48381 0.24191
C 0.33860 -2.46727 -0.59411
N -0.29452 1.79616 0.68954
N 0.41855 -0.20286 0.16295
N -0.61370 -2.14777 -1.60374
C -0.61554 -2.84053 -2.90688
H -3.10515 -5.67539 -2.85801
H -0.47907 7.03954 1.92478
H -2.44648 5.91085 0.98114
H 1.54118 5.80214 2.41578
H 3.17042 -3.50344 1.85377
H 2.12578 -5.16373 0.52947
H -2.40774 3.45463 0.43314
H 1.68138 3.32726 1.83657
H 2.52850 -1.19436 1.76578
H 0.25221 -4.60122 -0.97469
H -0.82765 -2.11952 -3.70150
H 0.39814 -3.19807 -3.12354
*
```

The value obtained for the gap between HOMO and LUMO is 8.38 eV. Its electronic energy is -28914.0467 eV. Its HOMO energy is -8.6 eV. As for the energy above the lowest of the compared OMol25 structures with the same formula, charge and spin: 0.000 eV. Its LUMO energy is -0.2 eV. Its SMILES is C#CCn1c(=O)c2nn(-c3ccccc3)c(=O)n2c2ccccc21.

natural (NBO) atomic charge list, values in e, 4 entries: atom 1 (O): -0.631, atom 2 (O): -0.543, atom 3 (C): -0.203, atom 4 (C): -0.038

Molecular formula: C18H12N5SbSe4Sn
Method: DFT, ωB97M-V/def2-TZVPD

The geometry in ORCA input format:
```
! RIJCOSX wB97M-V def2-TZVPD def2/J DEFGRID3
* xyz -2 1
Sn 0.17715 0.42896 0.45798
C -0.73247 4.28367 -1.89046
C -0.43785 4.06826 -3.23247
C 0.10487 2.86069 -3.61358
C 0.35689 1.86720 -2.64926
N 0.07281 2.10051 -1.36108
C -0.46224 3.26490 -0.99828
N 0.88200 0.69075 -3.13886
C 1.13595 -0.41782 -2.52416
N 1.06742 -0.79875 -1.21048
C 1.43802 -2.11497 -1.10299
N 1.54853 -2.91872 -0.09874
C 1.20864 -2.73874 1.22494
C 1.41436 -3.85505 2.05625
C 1.07420 -3.79038 3.39029
C 0.52455 -2.61622 3.89167
C 0.35089 -1.55892 3.02051
N 0.69011 -1.61311 1.73387
C 1.78939 -2.62382 -2.44985
C 2.19718 -3.86867 -2.88919
C 2.42774 -4.02603 -4.25035
C 2.24185 -2.96775 -5.13789
C 1.82170 -1.72201 -4.68817
C 1.60693 -1.56816 -3.33186
H -1.17249 5.20519 -1.53791
H -0.64605 4.83386 -3.97120
H 0.33486 2.63238 -4.64509
H -0.68881 3.38411 0.05961
H 1.82511 -4.74777 1.60547
H 1.22184 -4.64958 4.03469
H 0.21908 -2.51645 4.92315
H -0.08876 -0.62778 3.37116
H 2.31976 -4.68739 -2.19227
H 2.74650 -4.98850 -4.63365
H 2.42870 -3.12390 -6.19401
H 1.66060 -0.89571 -5.36826
Se -3.49277 -0.21066 3.90923
Sb -2.69436 1.30707 2.17850
Se -2.16243 -0.29458 0.08347
Se -0.67976 2.45745 3.03556
Se -4.27989 2.94652 1.31745
*
```

The value obtained for the gap between HOMO and LUMO is 4.56 eV. Its electronic energy is -300070.6272 eV. Its HOMO energy is -0.8 eV. As for the energy above the lowest of the compared OMol25 structures with the same formula, charge and spin: 0.451 eV. Its LUMO energy is 3.7 eV.

natural (NBO) atomic charge list, values in e, 4 entries: atom 1 (Sn): 0.945, atom 2 (C): -0.271, atom 3 (C): -0.175, atom 4 (C): -0.252

Molecular formula: C18H13AgF6N2O4S2
Method: DFT, ωB97M-V/def2-TZVPD

The geometry in ORCA input format:
```
! RIJCOSX wB97M-V def2-TZVPD def2/J DEFGRID3
* xyz -2 1
Ag -0.03655 -0.09676 -0.18291
F -3.41613 0.53208 6.13366
C -2.97079 0.57396 4.76868
F -3.64344 1.76278 4.33607
F -1.65650 1.07618 4.95772
S -2.40378 -0.31906 2.28636
O -1.69982 0.14228 0.92645
O -3.59240 -1.08382 1.91078
N -1.34938 -1.56822 2.89073
S 0.09303 -1.85254 2.59648
O 0.70919 -1.43392 1.29822
O 0.50951 -3.18737 2.96487
C 1.17021 -0.86297 3.73639
F 1.15952 0.44955 3.45331
F 2.46042 -1.27065 3.62022
F 0.83100 -1.01973 5.01551
C 3.21112 -1.14767 -2.85695
C 4.20950 -0.23852 -2.54025
C 3.96741 0.72800 -1.57554
C 2.75103 0.78111 -0.89506
C 1.72247 -0.11203 -1.24075
C 1.97501 -1.05627 -2.22795
C 2.55131 1.75984 0.22330
C 3.62549 2.42761 0.87401
C 3.35711 3.27927 1.90307
C 2.02400 3.47016 2.33687
C 1.65398 4.28671 3.43285
C 0.34994 4.34716 3.83342
C -0.65090 3.61274 3.15073
C -0.32823 2.85721 2.06247
C 1.02147 2.76138 1.64293
N 1.31871 1.95550 0.59017
H 3.39118 -1.92557 -3.59060
H 5.17116 -0.28066 -3.03838
H 4.73704 1.45949 -1.35904
H 1.19214 -1.74869 -2.51530
H 4.64805 2.25401 0.56831
H 4.16188 3.79426 2.41730
H 2.42414 4.83604 3.96488
H 0.07776 4.94604 4.69398
H -1.67374 3.62985 3.50497
H -1.06898 2.26101 1.54164
C -0.85011 1.00139 -1.70543
H -0.09281 1.55103 -2.25875
H -1.50385 1.69263 -1.17731
H -1.43565 0.37690 -2.37785
*
```

The value obtained for the gap between HOMO and LUMO is 4.70 eV. Its electronic energy is -72018.6405 eV. Its HOMO energy is -0.3 eV. As for the energy above the lowest of the compared OMol25 structures with the same formula, charge and spin: 1.936 eV. Its LUMO energy is 4.4 eV.

natural (NBO) atomic charge list, values in e, 4 entries: atom 1 (Ag): 1.227, atom 2 (F): -0.475, atom 3 (C): 0.483, atom 4 (F): -0.474

Molecular formula: C18H13AuBrN3O2
Method: DFT, ωB97M-V/def2-TZVPD

The geometry in ORCA input format:
```
! RIJCOSX wB97M-V def2-TZVPD def2/J DEFGRID3
* xyz 0 1
Au -1.39895 -0.13554 -1.94509
O 0.00260 -3.92281 -2.85150
C -0.07299 -2.76794 -2.54871
O -1.13540 -2.03097 -2.65766
C 1.24034 -2.17511 -1.98918
C 2.44799 -2.87635 -2.07181
C 3.55910 -2.19597 -1.73810
C 3.53795 -0.89919 -1.26085
C 2.29175 -0.30921 -1.10424
N 1.17349 -0.91656 -1.49662
H 2.44228 -3.89263 -2.44695
H 4.53909 -2.56821 -1.87754
H 4.45267 -0.40665 -0.98500
H 2.11487 0.70123 -0.76473
Br 0.45257 -3.24049 5.37664
C 0.12686 -2.02850 4.02043
C -0.12658 -0.69898 4.28440
C -0.45259 0.17820 3.28264
C -0.31176 -0.26614 1.94515
C -0.02763 -1.55877 1.65369
C 0.16715 -2.48290 2.70905
N -0.74826 0.49392 0.84544
C -0.53937 1.71050 0.70585
C -1.30036 2.44351 -0.32928
C -1.70562 3.75489 0.02210
C -2.60920 4.42245 -0.81712
C -2.96974 3.75821 -1.96276
C -2.46381 2.53748 -2.29574
N -1.71045 1.82826 -1.43014
H -0.22920 -0.38164 5.34514
H -0.86812 1.21742 3.49071
H 0.09115 -1.79523 0.60614
H 0.50582 -3.50014 2.46776
H 0.18148 2.24616 1.36150
H -1.24324 4.12805 0.95609
H -2.99542 5.37478 -0.53730
H -3.68965 4.16033 -2.70814
H -2.72885 2.09454 -3.25425
*
```

The value obtained for the gap between HOMO and LUMO is 7.49 eV. Its electronic energy is -101176.0986 eV. Its HOMO energy is -8.3 eV. Its LUMO energy is -0.8 eV.

natural (NBO) atomic charge list, values in e, 4 entries: atom 1 (Au): 0.663, atom 2 (O): -0.626, atom 3 (C): 0.749, atom 4 (O): -0.789

Question: Which value of electronic energy does entry 2 give?
Answer: -77634.1861 eV

Question: The lowest electronic energy belongs to which entry?
Answer: C18H12N5SbSe4Sn